Entry from the OMol25 dataset: C4H7NO as an isolated structure at a distorted geometry (ωB97M-V with the def2-TZVPD basis set).

Results
- Energy: -286.5168 Ha
- HOMO level: -9.0 eV
- Net charge: 0
- Orbital gap: 9.67 eV
- Molar mass: 85.11 g mol⁻¹

Structure (XYZ):
```
13
C4H7NO (ωB97M-V with the def2-TZVPD basis set)
O -0.14 1.21 1.93
N -0.92 1.78 -0.31
C -0.03 0.09 -0.22
C 1.39 -0.02 -0.68
C -0.91 -1.13 -0.33
C -0.39 1.15 0.63
H 2.00 0.80 -0.28
H -0.44 -2.00 0.17
H -0.92 1.47 2.42
H -1.02 -1.40 -1.38
H 1.84 -0.97 -0.32
H -1.89 -0.97 0.12
H 1.42 -0.02 -1.76
```